i:
Molecular formula: C2H9NS
Method: DFT, ωB97M-V/def2-TZVPD

Geometry as XYZ:
```
13
Properties=species:S:1:pos:R:3
H -3.9176 -2.9394 -0.7944
H -3.8292 -2.5837 -0.2556
C -0.6870 -0.2419 1.3043
C -0.8328 0.8802 0.3204
S 0.9703 0.4264 0.9402
H -1.2526 -1.1176 1.0839
H -1.0176 0.1980 2.3704
H -0.7722 0.8981 -0.7802
H -0.8856 1.7977 0.8085
N 0.6547 -0.6536 -2.7154
H 0.0689 -0.9934 -3.6417
H 0.7102 -1.4383 -2.1090
H -0.0934 0.1021 -2.4658
```

SMILES string: [H][H].C1CS1.N
Lowest unoccupied orbital energy, eV: 0.841
HOMO-LUMO gap, eV: 9.672
Highest occupied orbital energy, eV: -8.83

List of Mulliken charges in e, atom by atom: H 0.056; H -0.057; C -0.434; C -0.343; S -0.135; H 0.364; H 0.208; H 0.011; H 0.282; N -0.654; H 0.266; H 0.228; H 0.207


ii:
Molecular formula: C2H9NS
Method: DFT, ωB97M-V/def2-TZVPD

Geometry as XYZ:
```
13
Properties=species:S:1:pos:R:3
S -0.5032 0.8851 2.0479
H -0.5808 0.0829 3.0749
C -1.1108 -0.4004 -0.8430
N 0.2655 -0.7573 -0.3900
C 1.1594 0.3695 -0.7716
H -1.8005 -1.1398 -0.3730
H -1.3964 0.6060 -0.5198
H -1.1360 -0.4521 -1.9501
H 0.2099 -0.7350 0.6553
H 0.6825 -0.4727 1.6940
H 1.2105 0.4263 -1.8678
H 2.1728 0.2520 -0.3831
H 0.8271 1.3355 -0.3737
```

Lowest unoccupied orbital energy, eV: -0.816
HOMO-LUMO gap, eV: 8.222
Highest occupied orbital energy, eV: -9.04

List of Mulliken charges in e, atom by atom: S -0.313; H 0.154; C -0.731; N -0.477; C -0.801; H 0.277; H 0.328; H 0.285; H 0.105; H 0.221; H 0.297; H 0.308; H 0.348


It is i that is the least stable of them.


i:
Molecular formula: C2H6NO2
Method: DFT, ωB97M-V/def2-TZVPD

Geometry as XYZ:
```
11
Properties=species:S:1:pos:R:3
C 0.5297 -0.8839 1.3733
N -0.1590 0.2366 1.6162
O 1.1511 -1.1247 0.3029
H 0.5168 -1.6439 2.1953
H -0.3798 0.1621 2.6256
H -0.5195 0.8217 0.1973
C -0.2130 0.4711 -1.6996
O -0.7822 1.2413 -0.6719
H -0.5638 0.7932 -2.6574
H 0.8864 0.5089 -1.7399
H -0.4667 -0.5824 -1.5420
```

Charge: -1
Lowest unoccupied orbital energy, eV: 4.564
HOMO-LUMO gap, eV: 8.334
Highest occupied orbital energy, eV: -3.77

List of Mulliken charges in e, atom by atom: C -0.075; N -0.649; O -0.690; H 0.293; H 0.161; H 0.555; C -0.607; O -0.651; H 0.254; H 0.203; H 0.205


ii:
Molecular formula: C2H6NO2
Method: DFT, ωB97M-V/def2-TZVPD

Geometry as XYZ:
```
11
Properties=species:S:1:pos:R:3
N -0.0027 -1.7447 -1.6173
C 0.2805 -0.4780 -0.9772
O -0.5413 0.4468 -1.2213
O 1.3391 -0.4547 -0.2821
H -0.5674 -1.6389 -2.4272
H 0.8408 -2.3842 -1.6930
C -0.2628 1.2555 1.6507
H 0.5949 1.0363 0.9882
H -0.4846 0.3875 2.2832
H -1.1411 1.4464 1.0129
H -0.0554 2.1278 2.2831
```

Charge: -1
Lowest unoccupied orbital energy, eV: 4.555
HOMO-LUMO gap, eV: 8.564
Highest occupied orbital energy, eV: -4.01

List of Mulliken charges in e, atom by atom: N -0.522; C 0.654; O -0.743; O -0.769; H 0.217; H 0.204; C -0.933; H 0.196; H 0.204; H 0.210; H 0.282


It is i that is the least stable of them.


i:
Molecular formula: C17H25N3O3
Method: DFT, ωB97M-V/def2-TZVPD

Geometry as XYZ:
```
48
Properties=species:S:1:pos:R:3
C 5.1402 0.3880 -3.4999
C 5.5686 -0.2161 -2.1694
C 4.5147 0.0217 -1.0875
N 3.2486 -0.5982 -1.4354
C 3.2119 -2.0440 -1.2524
C 2.3976 -2.4601 -0.0289
N 1.0207 -2.0168 -0.1747
C 0.0402 -2.9436 -0.0361
O 0.2465 -4.1199 0.1852
N -1.2753 -2.4840 -0.2068
C -1.8961 -1.4368 0.4548
C -3.2279 -1.1450 0.1426
C -3.8831 -0.1023 0.7578
C -3.2251 0.6776 1.7082
C -3.8806 1.8107 2.3922
O -3.3277 2.5352 3.1864
O -5.1704 1.9439 2.0422
C -5.8898 3.0197 2.6402
C -5.6545 4.3291 1.9001
C -1.9052 0.3743 2.0381
C -1.2469 -0.6700 1.4267
C 0.8568 -0.7837 -0.9284
C 2.1180 0.0602 -0.8035
H 5.0418 1.4677 -3.4141
H 5.8712 0.1683 -4.2740
H 4.1790 -0.0231 -3.7948
H 6.5095 0.2305 -1.8414
H 5.7353 -1.2869 -2.2966
H 4.8929 -0.3327 -0.1126
H 4.3423 1.0978 -1.0058
H 2.7654 -2.4988 -2.1449
H 4.2272 -2.4301 -1.1538
H 2.8285 -2.0191 0.8781
H 2.3907 -3.5459 0.0819
H -1.8990 -3.2402 -0.4617
H -3.7399 -1.7500 -0.5916
H -4.9086 0.1187 0.5081
H -6.9395 2.7218 2.5902
H -5.5785 3.1172 3.6857
H -5.9181 4.2213 0.8506
H -4.6075 4.6122 1.9748
H -6.2638 5.1123 2.3420
H -1.4131 0.9698 2.7920
H -0.2375 -0.9181 1.7166
H 0.0081 -0.2123 -0.5490
H 0.6764 -1.0095 -1.9871
H 1.9570 1.0174 -1.3091
H 2.2986 0.2717 0.2650
```

SMILES string: CCCN1CCN(C(=O)Nc2ccc(C(=O)OCC)cc2)CC1
Lowest unoccupied orbital energy, eV: 0.622
HOMO-LUMO gap, eV: 9.185
Highest occupied orbital energy, eV: -8.56

List of Mulliken charges in e, atom by atom: C -1.169; C -0.367; C -0.861; N 0.428; C -0.866; C -0.922; N 0.211; C 0.287; O -0.698; N -0.106; C 0.616; C -0.792; C -0.636; C 0.217; C 0.494; O -0.628; O -0.353; C -0.251; C -1.107; C -0.973; C 0.055; C -0.423; C -1.187; H 0.279; H 0.373; H 0.294; H 0.397; H 0.261; H 0.296; H 0.492; H 0.220; H 0.469; H 0.213; H 0.537; H 0.302; H 0.384; H 0.456; H 0.305; H 0.319; H 0.292; H 0.312; H 0.381; H 0.462; H 0.487; H 0.502; H 0.148; H 0.487; H 0.361


ii:
Molecular formula: C17H25N3O3
Method: DFT, ωB97M-V/def2-TZVPD

Geometry as XYZ:
```
48
Properties=species:S:1:pos:R:3
C 3.5078 1.3630 3.5430
C 3.0835 0.0858 2.7623
H 3.7592 -0.8329 3.0174
H 3.2207 0.2934 1.5967
O 1.5481 -0.3073 2.8284
C 1.1284 -1.1476 2.1047
O 1.7369 -1.6906 1.3110
N -0.0447 -1.5767 2.4465
C -0.8748 -0.6352 3.1697
H -0.3301 0.1064 3.8497
C -1.6059 0.2685 2.2300
N -2.4828 -0.7880 1.3858
C -3.8980 -0.2686 0.7960
C -3.3560 1.0365 -0.1687
C -2.6204 0.3721 -1.4020
O -3.0557 -0.2310 -2.1716
N -1.5600 1.1389 -1.4440
C -0.3919 0.8975 -2.3794
C 0.9493 1.4608 -2.0954
C 1.9693 1.4120 -3.0261
C 1.8655 0.2394 -4.0722
C 0.7715 -0.2150 -4.2441
C -0.3019 -0.0948 -3.3329
H -1.2784 -0.5359 -3.5021
H 0.7913 -1.3791 -4.9514
C 3.0594 0.0136 -4.8081
H 3.3935 -0.8508 -4.5215
H 2.8828 -0.2068 -5.8655
H 3.6930 0.9967 -4.9688
H 2.7912 1.9209 -2.8403
H 1.0281 2.2459 -1.4148
H -1.1960 1.7069 -0.8585
H -4.3673 1.3437 -0.5570
H -3.0904 1.8160 0.2711
H -4.2791 -0.9503 0.2271
H -4.2157 0.2758 1.6245
C -1.7226 -1.7555 0.7168
C -0.8346 -2.1129 1.7061
H -0.0973 -2.9782 1.0935
H -1.3218 -2.8805 2.2340
H -2.4542 -2.1201 0.2347
H -1.0231 -0.7673 -0.0792
H -2.5219 0.9182 2.7422
H -1.2984 0.8913 1.5829
H -1.4626 -1.1965 3.7977
H 2.8579 2.1282 3.3740
H 4.4523 1.5267 3.4034
H 3.1961 1.0633 4.6542
```

Lowest unoccupied orbital energy, eV: 0.532
HOMO-LUMO gap, eV: 7.735
Highest occupied orbital energy, eV: -7.20

List of Mulliken charges in e, atom by atom: C -1.281; C -0.129; H 0.295; H 0.257; O -0.382; C 1.027; O -0.603; N 0.384; C -1.254; H 0.348; C -0.702; N -0.156; C -1.262; C -0.942; C 0.316; O -0.401; N -0.085; C 0.364; C -0.784; C -0.966; C 1.048; C -0.572; C -0.221; H 0.476; H 0.096; C -1.612; H 0.450; H 0.424; H 0.302; H 0.480; H 0.430; H 0.166; H 0.393; H 0.749; H 0.703; H 0.419; C -0.285; C -1.811; H 0.341; H 0.478; H 0.956; H -0.108; H 0.377; H 0.630; H 0.545; H 0.355; H 0.495; H 0.250


It is ii that is the least stable of them.


i:
Molecular formula: C3H10NS
Method: DFT, ωB97M-V/def2-TZVPD

Geometry as XYZ:
```
15
Properties=species:S:1:pos:R:3
C -0.8864 0.7010 0.7812
N -0.2256 1.1425 1.9268
H -1.6882 0.0491 1.1553
H -1.4747 1.4420 0.1230
H -0.2516 2.0954 2.2082
H -0.0220 0.5710 2.7224
C 0.7163 -1.6516 0.2449
S 0.3975 0.0264 -0.3929
C -0.2059 -0.0974 -2.1108
H 0.6762 -2.3711 -0.7637
H -0.2869 -2.0751 0.9427
H 1.7061 -1.7233 0.5725
H -0.4349 0.9728 -2.5423
H 0.4528 -0.6654 -2.7553
H -1.2016 -0.4273 -2.3555
```

Charge: +1
Lowest unoccupied orbital energy, eV: -3.057
HOMO-LUMO gap, eV: 11.010
Highest occupied orbital energy, eV: -14.07

List of Mulliken charges in e, atom by atom: C -0.356; N -0.421; H 0.356; H 0.363; H 0.179; H 0.210; C -0.815; S 0.338; C -0.982; H 0.338; H 0.310; H 0.350; H 0.350; H 0.389; H 0.392


ii:
Molecular formula: C3H10NS
Method: DFT, ωB97M-V/def2-TZVPD

Geometry as XYZ:
```
15
Properties=species:S:1:pos:R:3
C 1.0120 -0.8929 -0.6351
C 0.2320 0.0588 0.2588
N -0.4885 -0.8144 1.2620
C -0.8192 0.8586 -0.5020
S -0.1697 2.2620 -1.4393
H 1.4975 -0.4658 -1.4945
H 0.3757 -1.6920 -1.0461
H 1.8048 -1.3996 -0.0661
H 0.9480 0.6810 0.7375
H -0.9858 -0.2492 1.9591
H -1.2529 -1.3235 0.8017
H 0.1726 -1.4116 1.7587
H -1.2681 0.2509 -1.2870
H -1.5862 1.2420 0.1756
H 0.5279 2.8958 -0.4833
```

SMILES string: C[C@H]([NH3+])CS
Charge: +1
Lowest unoccupied orbital energy, eV: -3.847
HOMO-LUMO gap, eV: 9.242
Highest occupied orbital energy, eV: -13.09

List of Mulliken charges in e, atom by atom: C -1.398; C 0.264; N -0.313; C -0.925; S -0.145; H 0.359; H 0.401; H 0.406; H 0.328; H 0.352; H 0.380; H 0.362; H 0.354; H 0.435; H 0.140


It is i that is the least stable of them.


i:
Molecular formula: C3H10NS
Method: DFT, ωB97M-V/def2-TZVPD

Geometry as XYZ:
```
15
Properties=species:S:1:pos:R:3
C -1.4095 -1.4520 2.5778
N -0.2850 -0.8095 2.6710
H -2.1732 -1.7834 3.4757
H -1.8914 -1.3228 1.6361
H 0.2802 -0.4707 1.7241
H 0.2233 -0.9496 3.5195
C 0.3719 0.5296 -2.7357
C 0.3735 1.1890 -1.3183
S 0.9912 -0.1269 -0.1410
H 0.0612 1.2044 -3.3971
H 1.3188 0.2895 -3.0305
H -0.2899 -0.3453 -2.6542
H -0.6630 1.4842 -1.0571
H 0.9646 2.0391 -1.4159
H 2.1273 0.5244 0.1455
```

Charge: +1
Lowest unoccupied orbital energy, eV: -5.302
HOMO-LUMO gap, eV: 8.302
Highest occupied orbital energy, eV: -13.60

List of Mulliken charges in e, atom by atom: C -0.025; N -0.097; H 0.277; H 0.264; H 0.149; H 0.292; C -1.181; C -0.337; S -0.364; H 0.405; H 0.366; H 0.351; H 0.291; H 0.391; H 0.219


ii:
Molecular formula: C3H10NS
Method: DFT, ωB97M-V/def2-TZVPD

Geometry as XYZ:
```
15
Properties=species:S:1:pos:R:3
C 1.9280 0.1423 -0.4657
C 0.6652 0.9247 1.4245
C -2.4332 -0.7241 -1.1700
N 0.9403 -0.1475 0.5271
S -0.5522 -0.9960 -0.2890
H 1.9992 -0.6825 -1.1714
H 1.7616 1.0839 -0.9985
H 2.8846 0.2264 0.0551
H -0.0801 0.6294 2.1624
H 1.5977 1.1522 1.9519
H 0.3531 1.8512 0.9278
H -2.3105 -0.0085 -1.9703
H -2.5737 -1.7437 -1.5117
H -3.1067 -0.4035 -0.3890
H -1.0733 -1.3045 0.9166
```

Charge: +1
Lowest unoccupied orbital energy, eV: -6.112
HOMO-LUMO gap, eV: 8.414
Highest occupied orbital energy, eV: -14.53

List of Mulliken charges in e, atom by atom: C -0.844; C -0.729; C -0.745; N -0.070; S 0.098; H 0.349; H 0.349; H 0.351; H 0.311; H 0.323; H 0.339; H 0.317; H 0.367; H 0.345; H 0.239


It is ii that is the least stable of them.


i:
Molecular formula: C4H10N3O
Method: DFT, ωB97M-V/def2-TZVPD

Geometry as XYZ:
```
18
Properties=species:S:1:pos:R:3
C 2.0484 -0.2696 0.7177
C -1.8026 -0.7948 -0.2176
C -3.3366 0.8531 0.4455
C 1.8246 0.8743 0.0603
N 1.7835 -1.5848 0.1135
N -0.7414 -1.2232 -0.3280
N 1.3595 1.0366 -1.2005
O -2.9790 -0.4094 -0.1341
H 2.3628 -0.2765 1.7437
H -4.1207 0.6571 1.1775
H -3.7277 1.4923 -0.3484
H -2.4831 1.3302 0.9263
H 2.0115 1.7883 0.6010
H 1.9671 -2.3417 0.7754
H 0.7337 -1.5937 -0.1449
H 1.2946 0.2574 -1.8322
H 1.4622 1.9435 -1.6269
H 2.3435 -1.7390 -0.7285
```

Charge: +1
Lowest unoccupied orbital energy, eV: -2.809
HOMO-LUMO gap, eV: 9.748
Highest occupied orbital energy, eV: -12.56

List of Mulliken charges in e, atom by atom: C -0.496; C 0.421; C -0.586; C -0.075; N -0.197; N -0.420; N -0.390; O -0.333; H 0.330; H 0.250; H 0.267; H 0.344; H 0.368; H 0.351; H 0.372; H 0.180; H 0.233; H 0.380


ii:
Molecular formula: C4H10N3O
Method: DFT, ωB97M-V/def2-TZVPD

Geometry as XYZ:
```
18
Properties=species:S:1:pos:R:3
C 1.9780 -1.2369 -0.1296
N 2.2628 -0.0476 0.2869
C 1.8207 1.1198 -0.4539
N 0.4350 1.2299 -0.0243
N -0.3248 0.1081 -0.4533
C -1.5416 0.1430 -0.0707
C -2.3538 -1.0782 -0.1650
O -2.1223 1.2175 0.5355
H 1.6277 -1.5732 -1.0884
H 2.0602 -1.9785 0.6630
H 2.5145 0.1934 1.2921
H 2.4193 2.1005 -0.1041
H 2.0098 1.0158 -1.5301
H -0.0596 1.9596 0.6519
H -1.9457 -1.9981 -0.6065
H -3.2491 -0.8261 -0.5481
H -2.6633 -1.2261 0.7891
H -2.8676 0.8772 0.9554
```

SMILES string: C=[NH+]CN/N=C(/C)O
Charge: +1
Lowest unoccupied orbital energy, eV: -4.489
HOMO-LUMO gap, eV: 7.997
Highest occupied orbital energy, eV: -12.49

List of Mulliken charges in e, atom by atom: C -0.161; N -0.123; C -0.459; N -0.138; N -0.351; C 0.716; C -1.443; O -0.529; H 0.326; H 0.293; H 0.350; H 0.343; H 0.300; H 0.314; H 0.276; H 0.514; H 0.459; H 0.314


It is ii that is the least stable of them.